Entry 1:
Here is a structure of composition C29H42GaN6SSb from the OMol25 dataset. Energies are from ωB97M-V with the def2-TZVPD basis set.

Structure (XYZ):
```
80
Properties=species:S:1:pos:R:3:lowdin_charge:R:1
Ga 0.09827 0.24412 1.23275 0.17
C -1.20014 -4.53827 -1.17014 -0.07
C -2.36388 -3.87543 -0.80494 -0.05
C -2.32622 -2.86542 0.14183 -0.03
C -1.11387 -2.50168 0.73053 -0.33
C 0.05474 -3.15368 0.34176 -0.05
C 0.00831 -4.17496 -0.59375 -0.08
N -1.02415 -1.41252 1.63148 -0.02
C -1.88774 -1.22434 2.63299 -0.20
C -2.77107 -2.20210 3.16820 0.00
C -3.53286 -1.91255 4.26014 -0.01
C -3.48695 -0.64082 4.90523 -0.04
C -2.67268 0.33120 4.43144 0.01
C -1.86993 0.07073 3.28697 -0.19
N -1.08042 0.96443 2.69619 -0.02
N -0.94611 2.16954 3.11277 0.13
C -0.03726 2.88824 2.37664 -0.30
C 0.13463 4.24899 2.66011 0.03
C 1.06153 4.97134 1.94726 -0.01
C 1.83165 4.32491 0.97363 -0.04
C 1.61851 2.98843 0.74969 -0.14
N 0.69667 2.27764 1.41883 0.01
H -1.23202 -5.33641 -1.89931 0.12
H -3.30812 -4.14422 -1.25954 0.12
H -3.22661 -2.32491 0.40501 0.13
H 0.99518 -2.87038 0.80346 0.08
H 0.91257 -4.70445 -0.86658 0.11
H -2.80611 -3.18290 2.71867 0.12
H -4.19011 -2.67200 4.66312 0.13
H -4.10214 -0.46200 5.77546 0.12
H -2.61627 1.30863 4.88997 0.12
H -0.46876 4.69027 3.44062 0.13
H 1.20148 6.02584 2.14223 0.13
H 2.57904 4.86366 0.40917 0.12
H 2.19981 2.43925 0.01708 0.12
C -2.44224 1.40928 -4.13681 -0.10
C -2.84467 2.75872 -3.54521 -0.24
C -1.66894 3.66551 -3.17314 -0.18
C -0.81428 3.18944 -1.98920 -0.18
N 0.27900 2.29527 -2.38859 0.05
C 0.52135 1.05236 -2.00027 -0.66
S -0.60642 0.19734 -0.95427 0.85
N 1.56323 0.40539 -2.49718 0.04
C 2.02213 -0.95055 -2.17769 -0.19
C 2.43518 -1.72247 -3.43218 -0.18
C 1.27946 -2.47325 -4.09723 -0.24
C 0.14820 -1.56697 -4.57879 -0.09
H -3.31501 0.89676 -4.53935 0.08
H -1.99984 0.75355 -3.38814 0.02
H -1.72848 1.54112 -4.95324 0.08
H -3.47132 2.60955 -2.66144 0.11
H -3.45190 3.29181 -4.27807 0.11
H -2.06215 4.64672 -2.90300 0.12
H -1.02830 3.80771 -4.04941 0.12
H -1.43099 2.67888 -1.25439 0.09
H -0.35690 4.05712 -1.51079 0.12
H 0.89274 2.69743 -3.08619 0.16
H 2.12300 0.87614 -3.19740 0.16
H 1.22309 -1.47956 -1.66339 0.07
H 2.87382 -0.86330 -1.49567 0.12
H 3.20179 -2.44372 -3.14566 0.12
H 2.89836 -1.03865 -4.15177 0.12
H 0.87979 -3.20542 -3.39017 0.10
H 1.68123 -3.03213 -4.94362 0.12
H -0.38633 -1.11537 -3.73996 0.04
H -0.57702 -2.14187 -5.15329 0.08
H 0.52815 -0.77343 -5.22669 0.08
C 3.62960 0.95224 3.20042 -0.27
Sb 2.27840 -0.57897 2.59554 1.39
C 3.61496 -2.12935 1.99764 -0.26
C 1.55172 -1.24849 4.47921 -0.25
H 4.29262 0.52429 3.95011 0.03
H 3.08261 1.78848 3.63133 0.02
H 4.21645 1.29889 2.35248 0.02
H 4.41156 -2.17120 2.73791 0.03
H 4.03600 -1.90774 1.01973 0.01
H 3.09504 -3.08418 1.96621 0.02
H 2.39052 -1.62664 5.06026 0.03
H 0.81450 -2.03691 4.33981 0.02
H 1.09136 -0.41199 5.00256 0.02
```

Properties
Total energy: -4021.5554 hartree
LUMO (alpha / beta): -7.02 / -6.99 eV
E_HOMO (alpha / beta): -12.71 / -12.72 eV
Kohn-Sham gap (alpha / beta): 5.69 / 5.73 eV
Net charge: +2

Entry 2:
Here is a structure of composition C29H42I2N7Ti from the OMol25 dataset. Energies are from ωB97M-V with the def2-TZVPD basis set.

Structure (XYZ):
```
81
Properties=species:S:1:pos:R:3:lowdin_spin:R:1
Ti -1.32393 0.90157 -2.21848 0.98
N -0.98638 -1.16446 -2.20043 0.01
C 0.00164 -1.66455 -3.16884 0.00
C 1.25611 -0.81377 -3.01653 0.00
N 0.95583 0.64231 -2.99542 0.00
C 1.15084 1.22968 -4.33999 0.00
C 0.17474 0.65677 -5.34865 0.00
N -1.17567 0.69718 -4.76414 0.00
C 1.86256 1.33751 -2.04836 0.00
C 1.24857 2.63317 -1.56155 0.00
N -0.06882 2.29974 -0.99045 0.01
H -0.56618 -1.19467 -1.26019 0.00
H -1.82743 -1.72923 -2.18899 0.01
H -0.42683 -1.61551 -4.16317 0.00
H 0.26673 -2.70680 -2.98515 0.00
H 1.98156 -1.05885 -3.79730 0.00
H 1.71024 -1.07381 -2.06148 0.00
H 2.17830 1.05159 -4.67616 0.00
H 1.00248 2.30682 -4.27073 0.00
H 0.44230 -0.36966 -5.59069 0.00
H 0.24956 1.22719 -6.27522 0.00
H -1.78029 -0.01249 -5.16208 0.00
H -1.61936 1.57186 -5.01563 0.00
H 2.84247 1.51683 -2.50178 0.00
H 2.01184 0.70070 -1.17782 0.00
H 1.12142 3.35282 -2.37020 0.00
H 1.91400 3.08491 -0.82490 0.00
H -0.54359 3.13417 -0.66703 0.00
H 0.06164 1.71168 -0.16535 0.00
C 1.94250 -3.39501 3.87819 0.00
C 1.21497 -2.16016 4.33744 0.00
C 1.45214 -1.61521 5.59344 0.00
C 0.80700 -0.46469 6.02458 0.00
C -0.10166 0.15942 5.18582 0.00
C -0.36048 -0.36952 3.93121 0.00
C 0.29396 -1.52201 3.50493 0.00
N 0.00981 -2.06830 2.22286 0.00
C -0.37121 -1.13791 1.21670 0.00
N -1.70164 -1.18527 0.92165 0.00
C -2.51921 -0.01942 0.70602 0.00
C -2.30027 0.86465 -0.34924 -0.01
C -3.07096 2.03708 -0.31983 0.00
C -4.04051 2.28931 0.63219 0.00
C -4.27828 1.34509 1.61739 0.01
C -3.51838 0.18647 1.67727 0.00
C -3.78546 -0.81485 2.77734 0.00
N 0.42481 -0.31041 0.64129 0.00
C 1.78214 -0.27423 1.06522 0.00
C 2.18118 0.78932 1.87654 0.00
C 3.48908 0.90342 2.30876 0.00
C 4.42875 -0.04095 1.91383 0.00
C 4.04082 -1.08212 1.08972 0.00
C 2.72315 -1.22194 0.65121 0.00
C 2.37297 -2.38532 -0.24933 0.00
H 2.58964 -3.77022 4.66802 0.00
H 2.57726 -3.17549 3.01308 0.00
H 1.25009 -4.19546 3.60160 0.00
H 2.16212 -2.10641 6.24894 0.00
H 1.01249 -0.06353 7.00819 0.00
H -0.61347 1.05930 5.50352 0.00
H -1.06331 0.12828 3.26972 0.00
H 0.71330 -2.72501 1.91698 0.00
H -2.16203 -1.89101 1.47210 0.00
H -2.95758 2.78190 -1.10461 0.00
H -4.62055 3.20282 0.59304 0.00
H -5.04151 1.51892 2.36654 0.00
H -4.52386 -0.41771 3.47157 0.00
H -2.88865 -1.05268 3.35345 0.00
H -4.19492 -1.74796 2.37533 0.00
H 1.43330 1.50688 2.19753 0.00
H 3.77181 1.71816 2.96318 0.00
H 5.45473 0.03313 2.24862 0.00
H 4.77260 -1.82021 0.77718 0.00
H 2.64450 -3.33413 0.21935 0.00
H 2.93644 -2.32981 -1.18381 0.00
H 1.31059 -2.41721 -0.49065 0.00
I -3.97430 0.26169 -3.21170 0.18
C -3.69547 3.12443 -4.09936 0.68
I -1.81114 3.86411 -3.52277 0.07
H -4.49630 3.57607 -3.52746 0.02
H -3.81535 3.11100 -5.17605 0.03
```

Properties
Total energy: -2958.2537 hartree
2S+1: 3
LUMO (alpha / beta): -2.39 / -2.99 eV
E_HOMO (alpha / beta): -9.90 / -10.43 eV
Kohn-Sham gap (alpha / beta): 7.51 / 7.44 eV
Net charge: +1
Expectation value of S²: 2.011

Q: Which of these has the highest net charge?
A: C29H42GaN6SSb

Q: The lowest total energy belongs to which entry?
A: C29H42GaN6SSb